{
  "formula": "B6CuF24",
  "method": "ωB97M-V with the def2-TZVPD basis set",
  "species": ["Cu", "F", "F", "F", "F", "F", "F", "F", "F", "F", "F", "F", "F", "F", "F", "F", "F", "F", "F", "F", "F", "F", "F", "F", "F", "B", "B", "B", "B", "B", "B"],
  "xyz": [[-0.10665, -0.04737, -0.19616], [3.28434, 2.37119, 2.52763], [-0.63100, -0.97101, -2.14927], [1.71654, -0.44173, -1.07952], [-0.12832, 3.98180, -1.20648], [-2.35118, -0.50645, -3.60591], [3.87782, -1.31987, -0.89097], [0.85515, -1.12086, 1.31904], [1.16629, 3.18062, 2.07752], [0.62849, 1.77098, -1.42385], [2.00509, 1.34590, 0.93850], [1.74548, -3.23125, 1.49060], [-1.36878, 2.18749, -0.47959], [-1.08634, 2.56092, -2.74077], [-2.68555, -0.53113, -1.30885], [3.06691, -0.70635, -2.93696], [-2.98235, -0.59721, 3.11835], [-2.37754, -2.49113, -2.43753], [-0.11171, -2.82487, 0.14340], [-3.84624, 0.29197, 1.22876], [-0.30305, -2.86281, 2.39999], [-1.54776, -0.21501, 1.34522], [-2.42327, 1.56995, 2.48966], [1.40661, 1.20155, 3.19947], [2.24427, -2.57206, -1.86324], [2.71981, -1.28502, -1.69463], [-2.03354, -1.12985, -2.39117], [1.93208, 2.00614, 2.19958], [-0.47494, 2.64282, -1.47453], [-2.72173, 0.28198, 2.04872], [0.53108, -2.53935, 1.35302]],
  "atomic_forces_ev_per_a": [[0.8, -0.4, 0.4], [0.0, 0.1, 0.3], [0.0, 0.1, 0.3], [-0.1, -0.2, 0.0], [0.2, -0.1, -0.2], [-0.1, -0.1, -0.1], [-0.2, 0.2, 0.0], [-0.5, 0.0, -0.2], [0.1, 0.1, 0.1], [-0.1, 0.0, 0.0], [-0.5, 0.2, 0.7], [0.0, -0.1, 0.0], [0.1, -0.3, 0.0], [0.1, 0.2, 0.0], [0.0, 0.1, -0.2], [-0.1, 0.0, 0.0], [0.2, 0.1, 0.1], [0.1, -0.1, -0.3], [0.1, 0.1, 0.0], [0.0, 0.0, -0.2], [-0.2, 0.1, 0.6], [0.2, 0.1, -0.7], [-0.2, -0.2, 0.2], [0.0, -0.2, 0.2], [-0.2, -0.1, -0.2], [0.5, 0.0, 0.1], [-0.3, 0.1, 0.4], [0.4, 0.2, -0.9], [-0.6, 0.3, 0.1], [-0.1, 0.2, 0.1], [0.4, -0.2, -0.5]],
  "charge": -4,
  "spin_multiplicity": 2,
  "e_homo_ev": [-0.605, -0.604],
  "de_lowest_ev": 0.2057,
  "lumo_energy_ev": [9.49, 8.31],
  "orbital_gap_ev": [10.1, 8.9],
  "s2": 0.751
}